a:
Entry from OMol25: one molecule with the formula C15H20N2O2 (ωB97M-V/def2-TZVPD).

Computed properties:
HOMO level   -8.3 eV
HOMO-LUMO gap   9.0 eV
Structure (SMILES)   COC1(OC)CCCN2C[C@H](c3ccccc3)N=C21
Charge   0
Multiplicity   1

Each line ends with the natural charge from an NBO analysis.
Element x y z (Å)
N1 0.159 -0.988 -0.599  -0.44
H1 3.359 -1.593 -0.757  0.20
C1 -4.722 0.529 1.099  -0.21
C2 -1.079 -0.585 1.161  -0.10
C3 0.765 -1.875 -1.571  -0.20
N2 0.111 0.278 1.177  -0.47
H2 3.910 -0.166 -1.557  0.24
C4 3.230 -0.735 1.917  -0.26
H3 2.042 3.664 -0.416  0.19
H4 -1.113 -1.070 2.134  0.21
C5 -4.673 1.358 -0.045  -0.22
H5 1.065 -2.684 -0.911  0.18
H6 -1.399 1.214 -0.721  0.22
H7 3.963 -0.450 2.658  0.20
O1 2.554 1.651 -0.735  -0.53
H8 3.645 -1.604 1.465  0.17
C6 0.907 -0.086 0.199  0.39
H9 -3.539 -0.451 2.652  0.22
C7 2.995 -0.647 -1.215  -0.42
C8 -3.543 1.577 -0.755  -0.20
C9 -2.350 0.287 0.900  0.01
H10 -0.805 -2.532 0.461  0.18
C10 -2.340 1.023 -0.327  -0.22
H11 1.627 2.572 0.964  0.20
H12 0.847 2.532 -0.698  0.17
H13 2.190 -0.843 2.427  0.19
C11 2.370 0.323 -0.114  0.49
H14 -5.800 0.476 1.446  0.22
H15 -3.568 2.297 -1.532  0.21
O2 3.233 0.324 0.981  -0.53
H16 1.661 -0.216 -2.883  0.22
H17 -1.835 -1.581 -0.601  0.21
C12 -0.952 -1.561 0.029  -0.23
H18 0.051 -2.134 -2.296  0.20
H19 -5.560 1.784 -0.326  0.20
C13 -3.524 0.090 1.648  -0.22
H20 2.493 -1.777 -2.844  0.21
C14 1.695 2.667 -0.157  -0.25
C15 1.932 -1.067 -2.256  -0.42

b:
Entry from OMol25: one molecule with the formula C15H20N2O2 (ωB97M-V/def2-TZVPD).

Computed properties:
HOMO level   -7.9 eV
HOMO-LUMO gap   8.8 eV
Structure (SMILES)   C=CCN(CC=C)C(=O)Nc1ccc(OCC)cc1
Charge   0
Multiplicity   1

Each line ends with the natural charge from an NBO analysis.
Element x y z (Å)
H1 5.256 1.423 -0.503  0.21
H2 -6.325 0.236 0.797  0.19
H3 -0.025 1.338 1.579  0.23
C1 -0.813 1.149 0.866  -0.23
H4 -5.345 -2.019 0.508  0.22
H5 0.765 2.034 -1.815  0.41
H6 2.402 -1.063 -1.531  0.21
C2 -1.576 0.984 -1.397  -0.24
C3 1.953 1.500 -0.308  0.80
N1 0.750 1.431 -1.003  -0.64
C4 -2.092 0.891 1.308  -0.24
C5 3.452 0.614 1.349  -0.26
H7 -5.542 0.797 -0.694  0.17
C6 -3.135 0.671 0.407  0.28
C7 2.262 -1.609 -0.608  -0.17
C8 -5.396 -1.343 -0.342  -0.64
H8 3.273 0.236 2.360  0.20
H9 4.668 -1.190 0.967  0.20
C9 -2.862 0.731 -0.955  -0.25
C10 -5.454 0.100 0.150  -0.06
H10 1.775 -1.320 1.459  0.21
H11 -4.519 -1.508 -0.963  0.21
C11 2.610 -2.877 -0.510  -0.40
H12 0.558 -0.744 0.315  0.24
O1 2.738 2.396 -0.553  -0.65
C12 1.634 -0.814 0.501  -0.27
H13 3.708 1.674 1.393  0.24
O2 -4.356 0.443 0.969  -0.50
H14 -3.639 0.589 -1.690  0.21
H15 -1.378 1.030 -2.458  0.21
C13 4.568 -0.149 0.689  -0.21
H16 6.143 -0.172 -0.699  0.19
N2 2.194 0.521 0.615  -0.45
H17 2.477 -3.433 0.404  0.19
C14 5.365 0.392 -0.213  -0.37
C15 -0.532 1.182 -0.500  0.12
H18 -2.315 0.866 2.363  0.23
H19 -6.287 -1.570 -0.921  0.21
H20 3.037 -3.417 -1.338  0.20

Most favorable first, least favorable last: b, a

a:
Entry from OMol25: one molecule with the formula C4H4N2O (ωB97M-V/def2-TZVPD).

Computed properties:
HOMO level   -9.4 eV
HOMO-LUMO gap   9.0 eV
Charge   0
Multiplicity   1

Each line ends with the natural charge from an NBO analysis.
Element x y z (Å)
C1 -2.331 0.167 -0.008  0.31
H1 -0.523 1.858 0.025  0.30
C2 1.948 -0.380 -0.111  0.26
C3 -1.013 0.481 0.516  0.03
N1 1.248 -1.395 0.182  -0.67
O1 -2.790 -0.951 0.028  -0.50
H2 1.821 -2.229 0.270  0.36
H3 -2.902 1.044 -0.379  0.14
H4 3.029 -0.375 -0.271  0.17
C4 0.140 0.880 0.016  0.12
N2 1.374 0.900 -0.266  -0.53

b:
Entry from OMol25: one molecule with the formula C4H4N2O (ωB97M-V/def2-TZVPD).

Computed properties:
HOMO level (alpha / beta)   -9.6 / -9.4 eV
HOMO-LUMO gap (alpha / beta)   7.5 / 7.7 eV
Charge   0
Multiplicity   1

Each line ends with the natural charge from an NBO analysis.
Element x y z (Å)
C1 -0.147 1.332 -0.239  0.01
H1 -2.086 -1.210 -0.465  0.26
C2 1.056 0.683 -0.020  -0.22
O1 2.212 -1.380 0.076  -0.56
H2 1.967 1.251 0.140  0.23
N1 -1.319 0.700 -0.300  -0.35
N2 -0.087 -1.412 0.091  -0.32
H3 -1.342 -0.979 1.056  0.39
C3 -1.238 -0.641 -0.067  -0.16
C4 1.162 -0.763 0.043  0.51
H4 -0.177 2.419 -0.315  0.21

Most favorable first, least favorable last: b, a

a:
Entry from OMol25: a 2-piece molecular cluster, C4H4N2O overall (ωB97M-V/def2-TZVPD).

Computed properties:
HOMO level   -9.3 eV
HOMO-LUMO gap   9.4 eV
Charge   0
Multiplicity   1

Each line ends with the natural charge from an NBO analysis.
Element x y z (Å)
N1 -0.833 0.880 -0.109  -0.54
H1 -0.546 -1.074 0.312  0.06
C1 -0.815 -0.257 -0.916  0.06
N2 0.464 -0.391 -1.450  -0.40
H2 -1.638 1.030 0.485  0.39
H3 2.300 0.140 -0.595  0.21
C2 0.428 0.810 0.508  -0.18
O1 0.553 -0.833 2.470  -0.44
H4 -1.669 -0.521 -1.535  0.22
C3 0.302 -0.397 1.417  0.56
C4 1.218 0.214 -0.572  0.06

b:
Entry from OMol25: one molecule with the formula C4H4N2O (ωB97M-V/def2-TZVPD).

Computed properties:
HOMO level   -9.2 eV
HOMO-LUMO gap   10.0 eV
Structure (SMILES)   N#CN1CC=CO1
Charge   0
Multiplicity   1

Each line ends with the natural charge from an NBO analysis.
Element x y z (Å)
C1 -2.866 0.106 -0.024  0.39
H1 0.072 -2.552 0.622  0.24
C2 -0.625 0.654 -0.388  -0.25
C3 0.356 -0.235 0.353  -0.34
N1 -3.830 0.388 0.501  -0.32
N2 -1.774 -0.203 -0.629  -0.20
H2 1.361 0.062 0.733  0.25
O1 -1.345 -1.571 -0.253  -0.33
H3 -1.002 1.527 0.297  0.22
H4 -0.194 1.160 -1.334  0.21
C4 -0.110 -1.469 0.254  0.13

Most favorable first, least favorable last: b, a

a:
Entry from OMol25: C4H4N2O as an isolated structure (ωB97M-V/def2-TZVPD).

Computed properties:
HOMO level   -9.6 eV
HOMO-LUMO gap   9.5 eV
Charge   0
Multiplicity   1

Each line ends with the natural charge from an NBO analysis.
Element x y z (Å)
C1 1.305 -0.744 0.004  0.63
C2 -0.849 -0.459 0.024  0.71
C3 0.037 1.390 -0.048  0.05
H1 2.157 1.264 -0.064  0.25
C4 1.220 0.729 -0.038  -0.40
N1 -1.210 0.738 -0.012  -0.55
H2 -2.438 -1.288 0.458  0.07
H3 -0.039 2.470 -0.086  0.23
O1 2.294 -1.421 0.007  -0.53
H4 -2.449 -1.315 -0.290  0.07
N2 -0.029 -1.364 0.045  -0.53

b:
Entry from OMol25: C4H4N2O as an isolated structure (ωB97M-V/def2-TZVPD).

Computed properties:
HOMO level   -10.6 eV
HOMO-LUMO gap   11.0 eV
Charge   0
Multiplicity   1

Each line ends with the natural charge from an NBO analysis.
Element x y z (Å)
C1 -2.027 0.821 1.225  0.24
H1 0.017 1.858 -1.451  0.35
H2 -0.606 -1.926 -0.508  0.21
O1 -0.299 -0.819 1.363  -0.49
N1 0.034 0.852 -1.522  -0.57
C2 -0.667 0.451 1.036  -0.07
N2 -3.068 1.280 1.309  -0.26
C3 -0.150 0.275 -0.402  0.30
H3 0.005 1.135 1.821  0.23
H4 1.069 -1.293 -0.084  0.20
C4 0.071 -1.143 0.037  -0.13

c:
Entry from OMol25: one molecule with the formula C4H4N2O (ωB97M-V/def2-TZVPD).

Computed properties:
HOMO level   -9.1 eV
HOMO-LUMO gap   8.5 eV
Charge   0
Multiplicity   1

Each line ends with the Mulliken charge.
Element x y z (Å)
C1 -0.845 -0.608 0.846  -0.34
H1 1.185 1.350 -1.651  0.05
H2 1.758 0.716 -1.532  0.05
N1 -0.059 -0.317 -1.407  -0.55
C2 0.112 0.364 1.394  0.46
C3 -0.895 -0.900 -0.484  -0.11
H3 -1.606 -1.616 -0.888  0.41
O1 0.201 0.668 2.566  -0.59
H4 -1.518 -1.087 1.548  0.36
N2 0.959 0.945 0.407  -0.49
C4 0.724 0.509 -0.777  0.74

d:
Entry from OMol25: one molecule with the formula C4H4N2O (ωB97M-V/def2-TZVPD).

Computed properties:
HOMO level   -9.3 eV
HOMO-LUMO gap   9.5 eV
Structure (SMILES)   C1=COC=NN=C1
Charge   0
Multiplicity   1

Each line ends with the natural charge from an NBO analysis.
Element x y z (Å)
C1 0.347 -0.246 1.211  0.19
N1 0.573 0.051 -1.667  -0.30
H1 -2.366 0.942 -0.502  0.20
H2 2.494 -0.537 -1.102  0.19
C2 -0.930 -0.233 0.804  -0.36
O1 1.364 0.256 0.465  -0.54
H3 -1.730 -0.634 1.440  0.23
H4 0.760 -0.621 2.135  0.20
C3 -1.381 0.435 -0.463  0.06
C4 1.512 -0.106 -0.850  0.37
N2 -0.643 0.693 -1.472  -0.24

Most favorable first, least favorable last: d, b, a, c

a:
Entry from OMol25: one molecule with the formula C4H4N2O (ωB97M-V/def2-TZVPD).

Computed properties:
HOMO level   -9.1 eV
HOMO-LUMO gap   9.4 eV
Structure (SMILES)   N#CC1=CCNO1
Charge   0
Multiplicity   1

Each line ends with the natural charge from an NBO analysis.
Element x y z (Å)
N1 -3.395 -0.652 0.116  -0.25
H1 1.093 1.582 0.931  0.34
C1 -0.925 0.022 0.024  0.17
O1 -0.533 1.302 0.038  -0.34
N2 0.926 1.320 -0.005  -0.29
H2 1.625 0.052 -1.377  0.20
C2 0.066 -0.875 0.016  -0.26
C3 -2.308 -0.260 -0.038  0.24
H3 -0.094 -1.967 0.126  0.25
C4 1.313 -0.034 -0.216  -0.29
H4 2.232 -0.491 0.385  0.23

b:
Entry from OMol25: one molecule with the formula C4H4N2O (ωB97M-V/def2-TZVPD).

Computed properties:
HOMO level   -8.4 eV
HOMO-LUMO gap   8.7 eV
Charge   0
Multiplicity   1

Each line ends with the natural charge from an NBO analysis.
Element x y z (Å)
C1 0.987 0.279 -0.432  0.37
N1 -0.532 -2.378 0.388  -0.62
H1 -0.673 -2.723 -0.567  0.40
C2 -0.569 -0.948 0.773  -0.02
H2 -2.037 0.572 0.382  0.21
H3 2.882 0.413 -0.649  0.50
C3 0.633 -1.689 0.643  0.11
C4 -1.035 0.254 0.429  -0.06
N2 0.014 1.070 0.158  -0.60
O1 2.150 0.943 -0.298  -0.71
H4 0.267 2.084 0.356  0.42

c:
Entry from OMol25: C4H4N2O as an isolated structure (ωB97M-V/def2-TZVPD).

Computed properties:
HOMO level (alpha / beta)   -9.8 / -9.1 eV
HOMO-LUMO gap (alpha / beta)   8.3 / 7.9 eV
Charge   0
Multiplicity   1

Each line ends with the natural charge from an NBO analysis.
Element x y z (Å)
C1 -0.435 -0.112 -1.010  0.13
H1 1.983 -1.426 0.709  0.23
H2 -0.764 -0.278 0.823  0.17
C2 -0.898 1.262 -1.105  0.17
N1 0.492 -0.530 2.649  -0.20
C3 1.463 -0.475 0.754  -0.12
N2 -1.266 2.359 -1.177  -0.26
H3 2.098 0.405 0.809  0.23
O1 0.798 -0.368 -0.934  -0.50
H4 -1.163 -0.897 -1.237  0.20
C4 0.194 -0.425 1.484  -0.04

Most favorable first, least favorable last: a, c, b